Version 1
C5H13N2 | ωB97M-V with the def2-TZVPD basis set

The HOMO energy is -14.106 eV. As for the SMILES: C=N[C@H](CC)[NH2+]C.

```
! RIJCOSX wB97M-V def2-TZVPD def2/J DEFGRID3
* xyz 1 1
C -1.55 1.98 0.00
C -1.40 -1.83 0.63
C 2.50 0.88 0.16
C -0.81 -1.08 -0.65
C -0.01 0.21 -0.63
N -0.60 1.34 0.43
N 1.30 -0.08 0.12
H -2.13 2.72 0.69
H -2.03 1.74 -1.07
H -0.73 -2.34 1.20
H -1.78 -1.04 1.25
H -2.15 -2.44 0.36
H 2.14 1.93 -0.21
H 2.72 0.84 1.15
H 3.33 0.52 -0.49
H -0.15 -1.76 -1.17
H -1.52 -0.86 -1.35
H 0.29 0.53 -1.55
H 1.48 -1.07 -0.02
H 1.12 -0.21 1.14
*
```

Version 2
C5H13N2 | ωB97M-V with the def2-TZVPD basis set

The HOMO energy is -11.194 eV. As for the SMILES: C/C(=C\N)CC[NH3+].

```
! RIJCOSX wB97M-V def2-TZVPD def2/J DEFGRID3
* xyz 1 1
C 0.53 -0.99 -1.06
C 0.80 -0.43 0.34
C -0.16 0.75 0.53
C -0.73 0.76 1.75
N -1.56 1.79 2.21
C -0.62 1.65 -0.57
N 1.27 -2.28 -1.55
H -0.46 -1.47 -1.10
H 0.58 -0.32 -1.92
H 0.50 -1.28 0.95
H 1.84 -0.16 0.46
H -0.80 -0.14 2.36
H -1.16 2.70 2.08
H -1.75 1.67 3.20
H -0.70 2.71 -0.35
H -0.07 1.59 -1.51
H -1.67 1.41 -0.82
H 2.28 -2.24 -1.70
H 1.05 -3.04 -0.90
H 0.84 -2.65 -2.40
*
```

Version 3
C5H13N2 | ωB97M-V with the def2-TZVPD basis set

The HOMO energy is -14.646 eV. As for the SMILES: CCN1C[N+]1(C)C.

```
! RIJCOSX wB97M-V def2-TZVPD def2/J DEFGRID3
* xyz 1 1
C 0.20 0.03 -1.34
C -1.70 -2.05 0.32
C 2.16 0.66 -0.19
C 0.07 1.87 0.22
C -1.10 -0.78 1.06
N 0.15 -0.61 0.21
N 0.72 0.62 -0.08
H 0.74 -0.47 -2.13
H -0.83 0.18 -1.67
H -0.85 -2.81 0.27
H -2.49 -2.33 1.03
H -1.94 -1.87 -0.72
H 2.45 -0.27 0.06
H 2.39 0.81 -1.24
H 2.63 1.39 0.45
H -1.03 1.77 -0.01
H 0.32 2.19 1.23
H 0.39 2.63 -0.49
H -1.62 0.12 1.01
H -0.65 -1.10 1.99
*
```

Version 4
C5H13N2 | ωB97M-V with the def2-TZVPD basis set

The HOMO energy is -11.658 eV.

```
! RIJCOSX wB97M-V def2-TZVPD def2/J DEFGRID3
* xyz 1 1
C 1.65 -1.28 0.24
C -0.27 0.35 1.67
C -0.98 -0.58 -0.34
C -1.24 -0.53 -1.79
C -0.39 1.74 -0.29
N -0.64 0.48 0.38
N 1.62 -0.57 1.37
H 1.34 -2.30 0.23
H 1.96 -0.81 -0.68
H -0.08 1.26 2.22
H -0.69 -0.47 2.22
H -1.23 -1.47 0.20
H -2.20 -0.05 -1.99
H -1.30 -1.54 -2.19
H -0.49 0.02 -2.35
H -1.27 2.02 -0.88
H -0.21 2.53 0.43
H 0.46 1.66 -0.96
H 1.58 -1.09 2.24
H 2.16 0.28 1.42
*
```

The calculated energies rank the structures as follows, beginning with the most stable: version 2, version 4, version 1, version 3.

Version 1
C5H13N2 | ωB97M-V with the def2-TZVPD basis set

The HOMO energy is -13.301 eV. As for the SMILES: N/C=C\CCC[NH3+].

```
! RIJCOSX wB97M-V def2-TZVPD def2/J DEFGRID3
* xyz 1 1
C 0.83 -1.72 0.37
C 0.52 -0.80 1.55
C -0.56 0.19 1.22
N -1.46 0.74 -1.51
C -0.80 1.80 -0.77
C -0.20 1.42 0.40
N 1.21 -0.72 -0.88
H 1.74 -2.44 0.30
H -0.06 -2.32 0.20
H 1.45 -0.30 1.85
H 0.25 -1.57 2.30
H -1.47 -0.23 0.60
H -0.91 0.62 2.21
H -2.41 0.95 -1.49
H -1.06 0.99 -2.46
H -1.19 2.82 -1.11
H 0.57 2.05 0.98
H 1.65 -1.30 -1.64
H 1.64 0.24 -0.86
H 0.27 -0.40 -1.25
*
```

Version 2
C5H13N2 | ωB97M-V with the def2-TZVPD basis set

The HOMO energy is -12.388 eV. As for the SMILES: C[C@H](N)C/C=C/[NH3+].

```
! RIJCOSX wB97M-V def2-TZVPD def2/J DEFGRID3
* xyz 1 1
C -1.28 -1.58 -0.42
C -1.36 -0.18 0.18
C -0.57 0.82 -0.66
C 0.94 0.81 -0.61
C 1.61 0.76 0.53
N 2.98 0.13 0.56
N -2.74 0.30 0.29
H -2.01 -1.67 -1.22
H -1.25 -2.35 0.34
H -0.26 -1.63 -0.83
H -0.88 -0.14 1.18
H -0.94 1.85 -0.66
H -0.79 0.60 -1.71
H 1.41 0.71 -1.58
H 1.33 1.01 1.53
H 2.91 -0.71 1.13
H 3.81 0.69 0.79
H 3.18 -0.17 -0.39
H -2.74 1.14 0.85
H -3.34 -0.39 0.71
*
```

The calculated energies rank the structures as follows, beginning with the most stable: version 2, version 1.

Version 1
C5H13N2 | ωB97M-V with the def2-TZVPD basis set

The HOMO energy is -13.087 eV.

```
! RIJCOSX wB97M-V def2-TZVPD def2/J DEFGRID3
* xyz 1 1
C -3.28 0.68 -0.15
C -2.17 1.16 0.80
C -0.97 0.31 0.63
C 0.27 0.70 0.06
N 1.41 -0.02 -0.08
C 1.59 -1.08 0.92
N 3.55 -0.91 -1.62
H -2.84 0.70 -1.21
H -4.30 1.21 -0.09
H -2.52 1.32 1.90
H -1.97 2.25 0.36
H -1.03 -0.62 1.15
H 0.28 1.77 -0.26
H 4.34 -0.64 -2.19
H 0.79 -1.86 1.00
H 1.71 -0.73 1.89
H 2.59 -1.59 0.61
H 3.27 -1.87 -1.95
H -3.52 -0.49 0.07
H 2.83 -0.30 -1.83
*
```

Version 2
C5H13N2 | ωB97M-V with the def2-TZVPD basis set

The HOMO energy is -12.100 eV.

```
! RIJCOSX wB97M-V def2-TZVPD def2/J DEFGRID3
* xyz 1 1
C -0.31 0.37 -1.26
C 1.08 0.21 0.98
C -1.26 -0.38 -0.60
C 0.51 -0.09 -2.40
C 0.19 0.87 1.94
N -2.16 0.15 0.25
N 1.49 -1.02 0.99
H -0.14 1.47 -0.90
H 1.85 0.95 0.39
H -1.36 -1.47 -0.72
H 0.63 0.70 -3.14
H 0.06 -0.93 -2.98
H 1.59 -0.39 -2.20
H 0.14 0.25 2.77
H -0.90 0.84 1.61
H 0.38 1.86 2.31
H -2.96 -0.34 0.57
H -2.33 1.10 0.15
H 2.38 -1.49 0.73
H 0.82 -1.79 1.33
*
```

The calculated energies rank the structures as follows, beginning with the most stable: version 2, version 1.

Version 1
C5H13N2 | ωB97M-V with the def2-TZVPD basis set

The HOMO energy is -11.436 eV. As for the SMILES: N/C=C/CCC[NH3+].

```
! RIJCOSX wB97M-V def2-TZVPD def2/J DEFGRID3
* xyz 1 1
C -2.02 -0.65 0.20
C -1.04 -1.11 -0.88
C 0.33 -0.55 -1.30
N 2.55 0.69 1.48
C 1.76 -0.12 0.66
C 0.94 0.47 -0.35
N -1.99 1.01 0.11
H -3.09 -0.70 0.05
H -1.74 -0.92 1.25
H -1.67 -1.01 -1.77
H -0.70 -2.19 -0.71
H 0.87 -1.55 -1.61
H 0.28 0.11 -2.22
H 3.06 0.26 2.28
H 3.00 1.39 0.94
H 1.39 -1.12 1.07
H 0.96 1.46 -0.70
H -1.25 1.43 0.60
H -2.82 1.20 0.61
H -2.08 1.39 -0.93
*
```

Version 2
C5H13N2 | ωB97M-V with the def2-TZVPD basis set

The HOMO energy is -13.622 eV.

```
! RIJCOSX wB97M-V def2-TZVPD def2/J DEFGRID3
* xyz 1 1
C -1.58 1.09 -0.68
C -0.25 1.09 0.08
C 0.71 0.03 -0.64
C 0.10 -1.26 -0.77
C -0.07 -2.22 -1.59
N 1.10 -1.24 2.29
N 0.39 2.37 0.19
H -1.44 1.19 -1.76
H -2.04 0.11 -0.51
H -2.27 1.83 -0.31
H -0.51 0.62 1.04
H 1.58 0.14 0.01
H 0.96 0.42 -1.64
H -0.71 -3.07 -1.37
H 0.28 -2.03 -2.60
H 0.47 -1.15 3.07
H 0.70 -1.30 1.37
H 1.78 -1.98 2.38
H 1.11 2.34 0.90
H -0.32 3.01 0.54
*
```

Version 3
C5H13N2 | ωB97M-V with the def2-TZVPD basis set

The HOMO energy is -13.042 eV. As for the SMILES: C=[N+](C)C[C@H](C)N.

```
! RIJCOSX wB97M-V def2-TZVPD def2/J DEFGRID3
* xyz 1 1
C -0.38 -1.90 1.48
C -0.47 -0.16 -1.97
C -1.03 0.30 1.90
C 0.83 -0.11 0.44
C 0.26 0.73 -0.98
N 1.37 1.37 -1.62
N -0.15 -0.67 1.31
H 0.16 -2.53 0.77
H -1.17 -2.19 2.11
H -1.14 0.49 -2.66
H 0.08 -0.79 -2.61
H -1.22 -0.80 -1.25
H -0.67 0.65 2.84
H -2.07 -0.10 2.11
H -0.94 1.20 1.24
H 1.52 0.66 0.74
H 1.46 -0.79 -0.11
H -0.37 1.51 -0.59
H 1.75 2.27 -1.25
H 2.17 0.87 -1.90
*
```

Version 4
C5H13N2 | ωB97M-V with the def2-TZVPD basis set

The HOMO energy is -12.649 eV. As for the SMILES: C=C(CC[NH3+])NC.

```
! RIJCOSX wB97M-V def2-TZVPD def2/J DEFGRID3
* xyz 1 1
C -1.55 0.70 0.51
C -0.71 -0.50 0.91
C 0.69 -0.22 0.37
C 1.82 -0.48 1.13
C 0.31 -1.31 -1.81
N 0.74 -0.10 -1.03
N -0.65 1.83 0.35
H -2.17 0.44 -0.45
H -2.31 0.97 1.15
H -1.18 -1.35 0.40
H -0.68 -0.59 2.07
H 2.83 -0.28 0.72
H 1.84 -0.97 2.19
H 1.08 -2.15 -1.75
H -0.69 -1.63 -1.51
H 0.27 -0.98 -2.90
H 1.70 0.17 -1.28
H -0.16 2.00 1.22
H -1.23 2.71 0.18
H 0.06 1.73 -0.45
*
```

The calculated energies rank the structures as follows, beginning with the most stable: version 4, version 3, version 1, version 2.

Version 1
H18O9 | ωB97M-V with the def2-TZVPD basis set

The HOMO energy is -8.836 eV. As for the SMILES: O.O.O.O.O.O.O.O.O.

```
! RIJCOSX wB97M-V def2-TZVPD def2/J DEFGRID3
* xyz 0 1
H 0.59 0.41 -0.55
H 0.05 -0.44 -1.68
H 1.08 4.79 -0.88
H 2.24 3.82 -0.95
H 5.22 -1.18 -0.70
H 5.91 -1.02 -2.05
H 1.49 0.74 2.45
H 2.51 0.16 1.45
H -1.28 2.03 -1.45
H -1.83 1.71 0.03
H -2.95 -2.19 -1.90
H -1.64 -2.51 -1.15
H -1.93 -0.85 0.38
H -3.11 -0.48 -0.40
H -4.78 2.00 0.67
H -3.44 1.16 0.50
H 1.92 -2.76 2.30
H 0.68 -2.89 3.13
O 0.78 -0.43 -0.95
O 1.69 4.37 -0.29
O 5.09 -1.46 -1.63
O 2.44 0.84 2.12
O -1.95 1.51 -0.91
O -2.54 -2.84 -1.30
O -2.41 -1.16 -0.31
O -4.28 1.18 0.94
O 1.09 -2.32 2.42
*
```

Version 2
H18O9 | ωB97M-V with the def2-TZVPD basis set

The HOMO energy is -10.386 eV. As for the SMILES: O.O.O.O.O.O.O.O.O.

```
! RIJCOSX wB97M-V def2-TZVPD def2/J DEFGRID3
* xyz 0 1
O 0.35 0.12 -0.35
H 0.68 -0.28 0.50
H -0.56 -0.13 -0.28
O 0.34 1.99 2.01
H 0.72 2.47 2.72
H 0.38 1.04 2.33
O 2.58 -1.46 -1.20
H 3.04 -0.69 -0.95
H 1.69 -1.16 -1.14
O 1.81 2.26 -0.41
H 1.27 1.52 -0.09
H 1.77 2.16 -1.35
O -1.26 2.47 -0.62
H -1.50 2.44 0.27
H -0.47 1.89 -0.60
O 1.13 -0.67 2.15
H 2.02 -0.61 2.34
H 0.89 -1.59 2.32
O -0.07 -2.49 -1.42
H -0.61 -2.00 -0.81
H -0.17 -3.33 -1.02
O -1.65 -1.50 0.40
H -2.46 -1.62 -0.08
H -1.89 -1.84 1.24
O -2.81 0.04 -2.16
H -2.09 0.54 -2.47
H -3.09 0.40 -1.34
*
```

The calculated energies rank the structures as follows, beginning with the most stable: version 2, version 1.

Version 1
H18O9 | ωB97M-V with the def2-TZVPD basis set

The HOMO energy is -10.042 eV. As for the SMILES: O.O.O.O.O.O.O.O.O.

```
! RIJCOSX wB97M-V def2-TZVPD def2/J DEFGRID3
* xyz 0 1
H 1.10 0.41 -0.08
H -0.31 0.92 -0.10
H -1.54 -2.58 -0.88
H -0.77 -3.82 -1.30
H -4.66 -0.22 1.26
H -4.05 0.40 -0.04
H -2.50 -0.40 -2.21
H -2.85 -1.55 -1.34
H 1.31 -0.59 1.95
H 1.00 0.25 3.18
H 2.43 0.77 -1.90
H 3.92 0.39 -1.44
H -1.56 5.21 -0.70
H -0.45 5.69 0.15
H -2.25 -1.69 0.64
H -1.67 -2.64 1.69
H 5.41 -0.34 0.71
H 6.60 -1.26 0.93
O 0.45 0.78 0.49
O -0.76 -2.80 -1.39
O -4.73 0.49 0.60
O -2.97 -0.68 -1.42
O 1.39 0.30 2.38
O 3.36 0.89 -2.11
O -0.63 4.94 -0.36
O -1.38 -1.98 1.08
O 6.10 -0.89 0.22
*
```

Version 2
H18O9 | ωB97M-V with the def2-TZVPD basis set

The HOMO energy is -10.352 eV. As for the SMILES: O.O.O.O.O.O.O.O.O.

```
! RIJCOSX wB97M-V def2-TZVPD def2/J DEFGRID3
* xyz 0 1
O 7.69 -13.26 -18.31
H 8.17 -12.43 -18.39
H 7.54 -13.38 -17.37
O 4.14 -9.81 -20.59
H 4.55 -10.68 -20.59
H 3.20 -9.99 -20.70
O 6.40 -10.89 -22.58
H 7.23 -11.18 -22.99
H 6.06 -10.20 -23.17
O 8.70 -16.11 -19.23
H 9.48 -16.36 -18.73
H 8.33 -15.33 -18.77
O 10.20 -13.96 -21.20
H 9.49 -14.17 -20.58
H 10.03 -14.54 -21.95
O 7.12 -13.36 -21.13
H 6.71 -12.51 -21.33
H 7.33 -13.32 -20.19
O 9.65 -11.08 -20.97
H 9.77 -12.02 -21.16
H 10.26 -10.63 -21.56
O 4.14 -12.77 -20.11
H 3.23 -13.08 -20.16
H 4.67 -13.57 -20.15
O 6.81 -16.10 -21.32
H 7.30 -16.13 -20.48
H 6.92 -15.19 -21.61
*
```

Version 3
H18O9 | ωB97M-V with the def2-TZVPD basis set

The HOMO energy is -7.781 eV.

```
! RIJCOSX wB97M-V def2-TZVPD def2/J DEFGRID3
* xyz 0 1
H 0.38 -0.76 -0.97
H -0.42 -2.08 -0.55
H -0.98 4.67 -0.54
H -0.08 3.51 -1.03
H 4.30 1.03 -1.94
H 4.52 -0.09 -1.10
H 0.58 -4.36 -1.30
H 0.98 -4.14 0.16
H 2.96 -0.09 1.44
H 4.18 -0.55 0.66
H -3.02 0.37 -3.05
H -3.18 1.55 -2.17
H 0.90 0.49 3.11
H 0.10 -0.51 2.33
H -1.18 3.73 1.55
H -1.09 2.23 1.06
H -3.77 -2.72 0.50
H -4.45 -2.49 1.87
O -0.48 -1.16 -0.89
O -0.66 3.81 -0.29
O 4.18 0.08 -1.93
O 0.31 -3.95 -0.47
O 3.85 0.17 1.14
O -2.93 0.70 -2.16
O 1.02 -0.32 2.62
O -1.63 3.10 1.00
O -4.39 -2.20 0.94
*
```

Version 4
H18O9 | ωB97M-V with the def2-TZVPD basis set

The HOMO energy is -10.695 eV. As for the SMILES: O.O.O.O.O.O.O.O.O.

```
! RIJCOSX wB97M-V def2-TZVPD def2/J DEFGRID3
* xyz 0 1
O -0.20 1.01 0.92
H -0.93 1.52 1.23
H -0.08 1.36 -0.03
O -0.74 0.08 -2.03
H -1.45 0.02 -2.64
H -0.68 -0.75 -1.39
O 2.20 1.22 2.50
H 2.64 1.65 3.23
H 3.17 0.89 2.15
O 0.22 -1.57 0.26
H -0.49 -1.75 0.84
H 0.42 -0.71 0.64
O 0.62 1.13 -3.92
H 0.51 1.72 -3.26
H 0.35 0.30 -3.52
O 3.02 -0.24 -0.08
H 2.07 -0.69 -0.15
H 3.64 -0.85 -0.34
O -2.03 -3.38 0.51
H -2.99 -3.25 0.31
H -1.30 -3.45 -0.06
O 0.70 3.27 1.48
H 0.76 3.85 2.12
H 1.08 2.40 1.66
O -3.68 -1.52 0.15
H -2.96 -1.25 0.72
H -4.57 -1.07 0.15
*
```

The calculated energies rank the structures as follows, beginning with the most stable: version 2, version 4, version 1, version 3.